Formula: C7H36NO10
Source: OMol25
Level of theory: the ωB97M-V functional and the def2-TZVPD basis

Computed properties:
Gap between HOMO and LUMO   9.4256 eV
E   -1095.15726 a.u.
Highest occupied orbital energy   -11.904 eV
Energy relative to the best compared isomer or geometry (same formula, charge and spin)   49.44 kcal per mole
Net charge   +1

Structure (XYZ):
```
54
Properties=species:S:1:pos:R:3:mulliken_charge:R:1
C 0.06509 -3.78810 0.26537 -0.529
C -0.61520 -3.45469 1.63938 -1.018
C -1.92259 -2.72624 1.29684 -0.587
C -2.07501 -1.23001 1.65426 -0.793
C -2.18083 -0.44059 0.36651 0.080
C -2.79900 0.73634 0.34490 -0.515
C -2.86004 1.56176 -0.92746 -1.120
N 0.84162 -2.53044 -0.04448 0.035
H 0.76949 -4.60290 0.46989 0.388
H -0.55428 -4.11385 -0.56647 0.246
H -0.54439 -4.40909 2.17204 0.405
H -0.08385 -2.65748 2.20040 0.513
H -2.79609 -3.19746 1.80438 0.463
H -2.20063 -2.87628 0.22609 0.434
H -1.26900 -0.75471 2.19061 0.410
H -2.97227 -1.22123 2.31449 0.362
H -1.71904 -0.78213 -0.55315 0.242
H -3.24871 1.28851 1.12773 0.540
H -1.86001 1.66479 -1.30743 0.137
H -3.57284 1.02011 -1.56214 0.344
H -3.20825 2.59999 -0.73437 0.313
H 0.52578 -1.78960 0.63865 0.248
H 1.87956 -2.51612 -0.10522 0.367
H 0.64982 -2.25306 -1.04676 0.136
H 4.20300 1.71391 -0.01790 0.233
H 3.18322 2.89766 0.37046 0.247
O 3.33394 1.94802 0.32149 -0.511
H -1.44441 2.88976 3.90221 0.330
H -2.30735 2.23936 2.86592 0.285
O -1.69093 2.97082 2.97203 -0.569
H 2.65727 1.05055 2.14431 0.402
H 1.93499 2.31191 2.71750 0.405
O 1.98808 1.33873 2.76632 -0.647
H 0.46655 -1.97886 -3.44662 0.281
H -0.36735 -3.30329 -3.35538 0.273
O 0.13256 -2.65650 -2.84162 -0.629
H -0.24921 0.24196 -3.43098 0.351
H -1.80712 -0.23575 -3.52156 0.299
O -0.95896 -0.14287 -3.95190 -0.616
H 3.36887 -1.49676 -2.47707 0.259
H 3.46689 -0.15700 -2.93712 0.270
O 3.07294 -0.62250 -2.18357 -0.495
H 1.16617 2.43982 -2.35489 0.290
H 0.11208 2.07715 -3.57630 0.305
O 0.85417 1.82985 -3.01777 -0.619
H 0.87928 2.38311 -0.31770 0.306
H -0.34934 2.80262 0.46167 0.260
O 0.04504 2.84649 -0.41834 -0.617
H 1.89065 0.25038 1.24484 0.232
H 2.20111 0.43603 -0.11928 0.231
O 2.20971 -0.30721 0.49528 -0.605
H 0.72947 4.23694 2.53838 0.284
H 1.50145 4.50364 1.24990 0.300
O 1.52789 3.96452 2.05363 -0.634
```


Formula: C2H5N3O3
Source: OMol25
Level of theory: the ωB97M-V functional and the def2-TZVPD basis

Computed properties:
Gap between HOMO and LUMO   9.9671 eV
E   -468.95598 a.u.
Highest occupied orbital energy   -9.756 eV
Energy relative to the best compared isomer or geometry (same formula, charge and spin)   153.56 kcal per mole
Net charge   0

Structure (XYZ):
```
13
Properties=species:S:1:pos:R:3:mulliken_charge:R:1
C 0.66566 -0.46190 -1.07617 0.410
C -1.50666 -0.54898 0.34551 0.157
H 1.79924 0.36476 0.65664 0.394
H 2.38388 -0.00502 -1.77114 0.277
H -0.17521 0.89051 0.37111 0.349
H -1.87959 -1.17885 -0.67987 0.261
H -2.49125 1.26983 2.51039 0.437
N 1.64879 0.47280 -1.30056 -0.001
N -0.11290 -0.10428 0.06854 -0.331
N -2.20631 -0.08329 1.28131 -0.382
O 1.96036 1.13528 -0.28097 -0.469
O 0.66371 -1.57098 -1.64484 -0.621
O -1.36134 0.77663 2.29479 -0.481
```


Formula: C6H38NO13
Source: OMol25
Level of theory: the ωB97M-V functional and the def2-TZVPD basis

Computed properties:
Gap between HOMO and LUMO   8.8509 eV
E   -1284.01753 a.u.
Highest occupied orbital energy   -11.578 eV
Energy relative to the best compared isomer or geometry (same formula, charge and spin)   33.33 kcal per mole
Net charge   +1

Structure (XYZ):
```
58
Properties=species:S:1:pos:R:3:mulliken_charge:R:1
C 1.05471 1.11847 -0.18087 0.022
C 2.09908 1.19835 0.93663 -0.287
C 3.04484 0.00352 1.07317 1.010
C 4.08439 -0.04220 1.89931 -1.278
C 2.12279 -2.21012 0.31349 -0.131
C 2.90064 -1.16302 0.14413 -0.725
N -0.32142 1.02645 0.32437 0.471
H 1.31399 0.25732 -0.78261 0.500
H 1.18259 1.94679 -0.86986 -0.207
H 1.55442 1.08930 1.86156 -0.406
H 2.74848 2.06840 0.93411 0.461
H 4.34292 0.76758 2.55982 0.344
H 4.66848 -0.94793 1.91037 0.307
H 1.62397 -2.54554 1.21912 0.011
H 1.86649 -2.95286 -0.43678 0.226
H 3.44721 -0.96893 -0.77826 0.345
H -0.65409 2.00152 0.51347 0.552
H -0.42239 0.65146 1.29149 0.373
H -1.10113 0.57416 -0.15181 -0.181
H -1.17658 -5.15765 -0.63609 0.277
H -0.22072 -4.22905 -1.23553 0.285
O -0.78391 -4.29511 -0.45476 -0.584
H -0.21152 3.60690 -2.54331 0.336
H 1.10146 2.80919 -2.73153 0.254
O 0.64818 3.41426 -2.14340 -0.674
H -1.87183 -0.27302 -2.73389 0.417
H -2.97362 -0.27892 -3.81430 0.289
O -2.76992 0.02429 -2.92289 -0.748
H -2.88266 2.02136 -0.56050 0.330
H -3.95714 3.14418 -0.12812 0.250
O -3.08922 2.94449 -0.46867 -0.570
H -2.57775 -4.04420 2.15019 0.296
H -2.00916 -3.65227 0.81296 0.333
O -2.20485 -3.29300 1.68860 -0.611
H -0.41334 -1.43856 2.90042 0.394
H -1.65247 -0.91139 2.33328 0.200
O -0.78080 -0.57835 2.59504 -0.628
H -0.91548 4.51268 0.99063 0.297
H -0.29017 3.70240 -0.24389 0.256
O -0.41746 3.74655 0.71188 -0.659
H -0.42823 -3.56136 2.75593 0.327
H 0.91129 -3.54330 3.33212 0.298
O 0.09245 -3.03127 3.38282 -0.674
H 0.21685 -1.99128 -3.64488 0.289
H 0.06419 -0.49278 -3.39384 0.342
O -0.17744 -1.35839 -3.04890 -0.671
H 2.06455 -0.49271 -3.46910 0.285
H 2.53190 0.91934 -3.57499 0.251
O 1.80191 0.39643 -3.21602 -0.564
H -2.48987 -1.65379 -0.03828 0.199
H -3.09934 -0.70677 -1.02057 0.293
O -2.59264 -0.70341 -0.19295 -0.544
H 0.83676 0.10406 5.01453 0.293
H 1.02867 1.02330 3.79201 0.274
O 1.41687 0.29116 4.27382 -0.587
H -2.55050 3.30597 -2.63857 0.352
H -2.58292 1.90824 -3.02116 0.327
O -1.97535 2.67766 -3.10154 -0.639
```